One molecule with the formula C3H6N2O2 in a non-equilibrium geometry. Source: the OMol25 dataset; level of theory: ωB97M-V/def2-TZVPD.

Computed properties:
lowest unoccupied orbital energy (alpha / beta): 0.06 / -0.71 eV
gap between HOMO and LUMO (alpha / beta): 9.12 / 7.99 eV
E_HOMO (alpha / beta): -9.06 / -8.69 eV
calculated total energy: -10274.6062 eV
energy relative to the best compared isomer or geometry (same formula, charge and spin): 983.3 kJ/mol

```
13
Properties=species:S:1:pos:R:3:forces:R:3
C 0.884 1.515 0.109 -1.838 -1.938 0.889
C -0.840 -0.751 0.035 1.742 -0.648 -0.840
C 0.662 -0.847 0.434 -0.362 1.789 1.032
N -1.445 0.390 0.617 0.202 0.738 -0.326
N 1.446 0.394 -0.033 -1.822 -2.096 0.487
O 2.631 0.196 -0.297 2.491 -0.316 -0.924
O -2.132 1.108 -0.289 -0.896 -1.540 -2.571
H 1.218 2.359 -0.327 0.981 3.024 -1.073
H -0.931 -0.760 -1.154 0.133 -0.272 2.306
H -1.142 -1.691 0.526 -0.972 0.183 -0.524
H 0.901 -0.650 1.538 -1.056 -1.336 -1.252
H 0.961 -1.831 0.052 1.009 0.766 0.049
H -2.213 0.567 -1.209 0.387 1.646 2.748
```
Forces are in eV/Å.

Results of the Mulliken charge analysis, in e, for atoms 1 through 4: atom 1 (C): -0.3200, atom 2 (C): -0.3029, atom 3 (C): -0.6647, atom 4 (N): -0.1938

---

One molecule with the formula C3H6N2O2 in a non-equilibrium geometry. Source: the OMol25 dataset; level of theory: ωB97M-V/def2-TZVPD.

Computed properties:
lowest unoccupied orbital energy (alpha / beta): -0.76 / -0.76 eV
gap between HOMO and LUMO (alpha / beta): 6.72 / 6.72 eV
E_HOMO (alpha / beta): -7.48 / -7.48 eV
calculated total energy: -10278.4346 eV
energy relative to the best compared isomer or geometry (same formula, charge and spin): 613.9 kJ/mol

```
13
Properties=species:S:1:pos:R:3:forces:R:3
C -1.206 0.261 0.770 -0.957 0.860 -2.462
C 0.043 0.107 -0.172 1.160 -0.941 0.627
N 1.720 -1.350 0.285 -0.965 0.179 -0.124
C -1.359 0.520 -0.958 -1.609 0.595 2.966
O 0.985 1.119 -0.014 0.160 -0.155 -0.050
N 0.451 -1.152 0.025 1.136 0.267 -0.027
O -2.109 -0.183 -1.621 0.520 -0.512 -0.456
H 1.173 1.511 -0.875 -0.086 0.021 0.024
H 1.940 -2.249 0.683 0.003 -0.001 -0.269
H 2.349 -0.565 0.434 -0.225 0.041 -0.053
H -1.015 1.032 1.515 0.032 -0.171 -0.219
H -1.707 -0.665 1.019 0.232 0.108 0.173
H -1.264 1.615 -1.092 0.597 -0.293 -0.131
```
Forces are in eV/Å.

Results of the Mulliken charge analysis, in e, for atoms 1 through 4: atom 1 (C): -0.9703, atom 2 (C): 1.0395, atom 3 (N): -0.2454, atom 4 (C): -0.1990

---

A 2-piece molecular cluster, C3H6N2O2 overall in a non-equilibrium geometry. Source: the OMol25 dataset; level of theory: ωB97M-V/def2-TZVPD.

Computed properties:
lowest unoccupied orbital energy: 0.86 eV
gap between HOMO and LUMO: 10.02 eV
E_HOMO: -9.16 eV
calculated total energy: -10279.2760 eV
energy relative to the best compared isomer or geometry (same formula, charge and spin): 532.7 kJ/mol
SMILES: C/N=N\O.C=C=O

```
13
Properties=species:S:1:pos:R:3:forces:R:3
C -2.550 -0.120 0.492 0.263 0.844 2.258
N -1.230 0.319 0.044 -1.400 0.628 1.080
N -0.314 -0.357 -0.282 2.885 -1.029 -1.102
O -0.495 -1.768 -0.348 -1.652 -0.672 0.584
H -3.153 0.148 -0.307 -1.466 -0.313 -1.946
H -2.920 0.740 1.197 0.981 -2.063 -0.525
H -2.675 -1.184 0.847 0.195 1.352 -0.347
H 0.340 -2.261 -0.448 0.111 1.244 0.011
C 2.639 1.430 -0.292 -0.374 2.726 0.513
C 2.532 0.166 -0.288 1.212 -4.004 0.305
O 2.659 -0.998 -0.159 -0.807 1.241 -0.417
H 2.665 2.050 -1.178 -0.048 -0.137 0.208
H 2.505 1.834 0.722 0.101 0.184 -0.622
```
Forces are in eV/Å.

Results of the Mulliken charge analysis, in e, for atoms 1 through 4: atom 1 (C): -0.6106, atom 2 (N): -0.3251, atom 3 (N): 0.1767, atom 4 (O): -0.4366

---

One molecule with the formula C3H6N2O2 in a non-equilibrium geometry. Source: the OMol25 dataset; level of theory: ωB97M-V/def2-TZVPD.

Computed properties:
lowest unoccupied orbital energy: -0.30 eV
gap between HOMO and LUMO: 9.13 eV
E_HOMO: -9.43 eV
calculated total energy: -10281.3366 eV
energy relative to the best compared isomer or geometry (same formula, charge and spin): 333.9 kJ/mol
SMILES: NC(=O)NCC=O

```
13
Properties=species:S:1:pos:R:3:forces:R:3
N 0.661 1.345 0.241 -1.945 -3.169 -2.054
C 1.324 0.112 0.001 3.706 2.770 0.985
O 2.589 -0.113 -0.068 -4.486 0.682 0.449
N 0.430 -0.903 -0.249 2.583 -5.020 -0.994
C -0.902 -1.292 0.192 -0.205 1.002 0.431
C -2.008 -0.174 0.004 -0.985 3.034 0.891
O -1.935 1.097 -0.250 -0.321 -6.578 0.477
H 0.964 2.282 0.561 0.185 -1.535 -0.800
H -0.311 1.104 -0.317 2.614 2.743 2.239
H 1.119 -1.797 -0.297 -2.336 2.702 -0.169
H -1.228 -2.325 -0.228 0.496 2.090 0.101
H -0.883 -1.518 1.302 -0.433 0.574 -0.715
H -3.013 -0.591 0.394 1.127 0.705 -0.842
```
Forces are in eV/Å.

Results of the Mulliken charge analysis, in e, for atoms 1 through 4: atom 1 (N): -0.3869, atom 2 (C): 0.4614, atom 3 (O): -0.6557, atom 4 (N): -0.3549

---

One molecule with the formula C3H6N2O2. Source: the OMol25 dataset; level of theory: ωB97M-V/def2-TZVPD.

Computed properties:
lowest unoccupied orbital energy: 0.92 eV
gap between HOMO and LUMO: 8.81 eV
E_HOMO: -7.89 eV
calculated total energy: -10282.0906 eV
energy relative to the best compared isomer or geometry (same formula, charge and spin): 261.2 kJ/mol
SMILES: [H]/N=C/O/C=C(\N)O

```
13
Properties=species:S:1:pos:R:3:forces:R:3
H -1.352 -2.555 0.609 0.022 -0.019 -0.043
N -0.988 -1.638 0.369 -0.105 0.075 0.347
C -0.919 -0.928 1.418 -0.088 -0.334 -0.109
O -0.500 0.331 1.445 -0.085 -0.194 -0.053
C -0.300 1.033 0.253 -0.060 0.048 -0.211
C 0.641 0.781 -0.682 -0.212 -0.145 0.169
N 1.268 -0.394 -0.963 0.040 0.058 0.128
O 1.013 1.839 -1.455 -0.127 0.017 -0.119
H -1.172 -1.233 2.437 0.009 -0.127 -0.149
H -1.069 1.766 0.041 0.345 0.281 0.317
H 1.912 -0.393 -1.741 -0.085 0.124 0.205
H 0.653 -1.198 -0.861 0.169 0.102 0.024
H 0.814 2.587 -0.871 0.178 0.113 -0.507
```
Forces are in eV/Å.

Results of the Mulliken charge analysis, in e, for atoms 1 through 4: atom 1 (H): 0.2105, atom 2 (N): -0.6877, atom 3 (C): 0.2633, atom 4 (O): -0.3714

---

One molecule with the formula C3H6N2O2 in a non-equilibrium geometry. Source: the OMol25 dataset; level of theory: ωB97M-V/def2-TZVPD.

Computed properties:
lowest unoccupied orbital energy: -0.27 eV
gap between HOMO and LUMO: 9.38 eV
E_HOMO: -9.65 eV
calculated total energy: -10279.2590 eV
energy relative to the best compared isomer or geometry (same formula, charge and spin): 534.4 kJ/mol
SMILES: C=C(CN)[N+](=O)[O-]

```
13
Properties=species:S:1:pos:R:3:forces:R:3
C 0.123 -1.466 0.444 -2.038 -1.080 -0.860
C 0.380 -0.353 -0.224 -0.427 -0.225 1.124
C -0.693 0.533 -0.768 -1.902 -1.564 1.907
N -1.432 1.171 0.355 -1.578 -1.393 -3.626
N 1.737 0.164 -0.080 -0.593 0.953 -1.048
O 2.594 -0.651 -0.278 1.398 -0.262 0.344
O 1.889 1.369 0.097 -0.094 -0.699 0.153
H 0.835 -2.036 0.997 0.506 -0.086 0.176
H -0.923 -1.932 0.371 1.622 0.900 0.187
H -0.347 1.262 -1.433 0.361 0.839 -1.272
H -1.477 -0.175 -1.134 0.915 0.739 -0.740
H -1.855 0.397 0.817 -0.115 0.099 1.173
H -0.830 1.719 0.836 1.944 1.779 2.482
```
Forces are in eV/Å.

Results of the Mulliken charge analysis, in e, for atoms 1 through 4: atom 1 (C): -0.7814, atom 2 (C): 0.6501, atom 3 (C): -1.0248, atom 4 (N): -0.5290

---

One molecule with the formula C3H6N2O2. Source: the OMol25 dataset; level of theory: ωB97M-V/def2-TZVPD.

Computed properties:
lowest unoccupied orbital energy: 0.81 eV
gap between HOMO and LUMO: 10.56 eV
E_HOMO: -9.75 eV
calculated total energy: -10283.5450 eV
energy relative to the best compared isomer or geometry (same formula, charge and spin): 120.8 kJ/mol
SMILES: [H]/N=C/OCC(N)=O

```
13
Properties=species:S:1:pos:R:3:forces:R:3
H 1.956 0.535 -1.914 -0.028 -0.062 0.068
N 1.306 0.174 -1.221 0.181 0.098 0.296
C 1.639 0.562 -0.060 0.041 0.000 -0.247
O 0.989 0.245 1.059 0.001 0.058 -0.040
C -0.073 -0.719 0.987 -0.088 -0.161 0.055
C -1.415 -0.111 0.554 -0.108 0.027 0.044
N -1.561 0.051 -0.785 -0.054 0.102 0.059
O -2.278 0.147 1.374 0.252 -0.090 -0.244
H 2.493 1.197 0.187 -0.116 -0.049 -0.072
H 0.226 -1.539 0.326 -0.057 0.123 0.057
H -0.199 -1.070 2.010 0.013 0.026 -0.153
H -2.388 0.532 -1.104 0.090 -0.059 0.044
H -0.738 0.001 -1.378 -0.127 -0.011 0.132
```
Forces are in eV/Å.

Results of the Mulliken charge analysis, in e, for atoms 1 through 4: atom 1 (H): 0.2171, atom 2 (N): -0.6493, atom 3 (C): 0.1888, atom 4 (O): -0.3480

---

One molecule with the formula C3H6N2O2 in a non-equilibrium geometry. Source: the OMol25 dataset; level of theory: ωB97M-V/def2-TZVPD.

Computed properties:
lowest unoccupied orbital energy: 0.86 eV
gap between HOMO and LUMO: 9.33 eV
E_HOMO: -8.46 eV
calculated total energy: -10281.2315 eV
energy relative to the best compared isomer or geometry (same formula, charge and spin): 344.1 kJ/mol
SMILES: OC1(O)C=CNN1

```
13
Properties=species:S:1:pos:R:3:forces:R:3
O 1.859 -0.098 0.038 2.521 1.848 -0.667
C 0.617 0.377 -0.166 -2.320 2.284 -1.191
O 0.681 1.779 -0.582 -1.654 -3.132 -2.103
C -0.225 0.236 1.060 -0.060 -1.122 -1.439
C -1.234 -0.600 0.729 0.782 2.319 0.967
N -1.304 -0.812 -0.671 -0.921 -1.322 0.553
N -0.105 -0.332 -1.186 1.595 -0.167 0.677
H 1.725 -0.959 0.347 0.069 -2.213 0.772
H 1.216 2.142 0.045 2.483 2.110 2.560
H 0.177 0.763 1.913 -0.753 -0.372 0.454
H -2.001 -0.778 1.458 -0.583 -0.875 -0.432
H -1.239 -1.801 -0.903 -0.850 -0.124 0.390
H -0.167 0.084 -2.082 -0.309 0.765 -0.540
```
Forces are in eV/Å.

Results of the Mulliken charge analysis, in e, for atoms 1 through 4: atom 1 (O): -0.5485, atom 2 (C): 0.6468, atom 3 (O): -0.5446, atom 4 (C): -0.4924

---

One molecule with the formula C3H6N2O2. Source: the OMol25 dataset; level of theory: ωB97M-V/def2-TZVPD.

Computed properties:
lowest unoccupied orbital energy: 0.83 eV
gap between HOMO and LUMO: 10.56 eV
E_HOMO: -9.74 eV
calculated total energy: -10283.5244 eV
energy relative to the best compared isomer or geometry (same formula, charge and spin): 122.8 kJ/mol
SMILES: [H]/N=C/OCC(N)=O

```
13
Properties=species:S:1:pos:R:3:forces:R:3
H -2.508 -1.145 0.192 0.061 0.041 -0.054
N -1.638 -0.669 -0.031 -0.069 0.338 0.149
C -1.564 0.421 0.613 -0.143 -0.178 -0.072
O -0.552 1.284 0.531 -0.022 -0.038 0.080
C 0.470 1.048 -0.445 0.093 0.050 -0.165
C 1.497 -0.002 0.005 0.078 -0.046 0.034
N 1.195 -1.278 -0.360 0.003 0.047 0.135
O 2.512 0.326 0.591 -0.295 -0.117 -0.197
H -2.312 0.811 1.307 0.072 -0.107 -0.032
H 0.005 0.770 -1.395 0.047 -0.006 0.098
H 0.990 2.001 -0.535 -0.041 -0.164 -0.002
H 1.781 -2.004 0.023 -0.026 0.067 -0.041
H 0.222 -1.494 -0.563 0.243 0.113 0.066
```
Forces are in eV/Å.

Results of the Mulliken charge analysis, in e, for atoms 1 through 4: atom 1 (H): 0.2228, atom 2 (N): -0.6159, atom 3 (C): 0.1435, atom 4 (O): -0.3403

---

C3H6N2O2 as an isolated structure in a non-equilibrium geometry. Source: the OMol25 dataset; level of theory: ωB97M-V/def2-TZVPD.

Computed properties:
lowest unoccupied orbital energy: 0.36 eV
gap between HOMO and LUMO: 9.51 eV
E_HOMO: -9.15 eV
calculated total energy: -10277.8317 eV
energy relative to the best compared isomer or geometry (same formula, charge and spin): 672.1 kJ/mol

```
13
Properties=species:S:1:pos:R:3:forces:R:3
C 0.426 1.876 -0.167 -2.780 0.640 1.681
C 1.083 0.750 -0.033 -3.957 -2.410 0.660
C 0.016 -0.835 0.305 3.278 4.569 -2.455
N -2.106 0.242 0.380 -1.400 -0.002 -0.293
N 0.713 -1.907 -0.223 -1.584 -1.675 3.474
O -3.110 0.388 -0.252 1.798 -0.227 0.868
O -1.187 -0.499 -0.328 -0.776 -1.001 -1.200
H 0.664 2.880 -0.439 1.313 0.287 -0.413
H -0.673 2.011 0.247 1.963 -1.031 -1.061
H 2.061 0.448 -0.200 1.772 -0.091 -0.487
H -0.057 -0.817 1.325 -0.417 -0.367 2.515
H 0.990 -2.651 0.442 -0.390 0.947 -1.005
H 1.181 -1.885 -1.055 1.179 0.362 -2.285
```
Forces are in eV/Å.

Results of the Mulliken charge analysis, in e, for atoms 1 through 4: atom 1 (C): -0.5267, atom 2 (C): -0.3889, atom 3 (C): -0.0554, atom 4 (N): 0.1044

---

A 2-piece molecular cluster, C3H6N2O2 overall in a non-equilibrium geometry. Source: the OMol25 dataset; level of theory: ωB97M-V/def2-TZVPD.

Computed properties:
lowest unoccupied orbital energy: 0.50 eV
gap between HOMO and LUMO: 10.33 eV
E_HOMO: -9.83 eV
calculated total energy: -10281.3854 eV
energy relative to the best compared isomer or geometry (same formula, charge and spin): 329.2 kJ/mol
SMILES: O=C/N=C\O.C=N

```
13
Properties=species:S:1:pos:R:3:forces:R:3
O 1.293 1.726 0.077 0.271 -1.001 0.093
C 2.105 1.065 -0.577 -1.964 2.836 0.360
N 2.662 -0.086 -0.287 0.152 -2.721 1.755
C 2.211 -1.120 0.356 0.155 -0.407 -1.452
O 0.944 -1.611 0.433 2.246 1.829 -0.422
H 2.491 1.570 -1.435 0.610 0.033 -1.176
H 3.049 -1.784 0.673 -1.288 0.085 0.320
H 0.317 -0.914 0.036 0.002 -1.173 0.771
C -1.375 0.417 1.052 -0.347 2.319 0.093
N -1.297 -0.259 0.023 0.038 -0.937 -4.494
H -1.120 -0.148 1.898 0.259 -0.280 1.726
H -1.596 1.505 1.157 -0.067 -0.766 -0.191
H -1.448 0.101 -0.989 -0.068 0.184 2.617
```
Forces are in eV/Å.

Results of the Mulliken charge analysis, in e, for atoms 1 through 4: atom 1 (O): -0.5347, atom 2 (C): 0.0286, atom 3 (N): -0.4108, atom 4 (C): 0.2417

---

One molecule with the formula C3H6N2O2 in a non-equilibrium geometry. Source: the OMol25 dataset; level of theory: ωB97M-V/def2-TZVPD.

Computed properties:
lowest unoccupied orbital energy: 0.30 eV
gap between HOMO and LUMO: 10.57 eV
E_HOMO: -10.27 eV
calculated total energy: -10279.9398 eV
energy relative to the best compared isomer or geometry (same formula, charge and spin): 468.7 kJ/mol
SMILES: CNN(C=O)C=O

```
13
Properties=species:S:1:pos:R:3:forces:R:3
C -0.882 -0.720 -1.486 -2.961 -5.495 -3.066
N 0.078 0.193 -1.128 1.895 -0.913 4.338
N 0.046 0.056 0.465 2.172 -0.507 -3.588
C 1.063 -1.005 0.829 -0.938 1.382 -1.201
O 1.728 -1.601 -0.001 -1.795 1.455 2.437
C -0.567 1.166 1.089 -0.269 -0.756 -0.233
O -1.111 2.094 0.485 1.307 -2.041 1.378
H -1.356 -0.516 -2.662 1.957 -0.798 3.268
H -1.836 -0.963 -0.876 1.297 1.407 -0.454
H -0.287 -1.704 -1.305 -1.520 0.858 -1.548
H -0.396 0.993 -1.094 -1.798 5.144 -0.615
H 0.978 -1.092 1.923 0.715 -0.596 -0.154
H -0.585 0.949 2.192 -0.062 0.860 -0.563
```
Forces are in eV/Å.

Results of the Mulliken charge analysis, in e, for atoms 1 through 4: atom 1 (C): -0.6955, atom 2 (N): -0.3418, atom 3 (N): 0.1054, atom 4 (C): 0.0682